w:
Below is an isolated molecule of C5H12N2O, with properties calculated with ωB97M-V/def2-TZVPD.

Positions of all 20 atoms, in Å:
C (0.425, -0.005, -1.792)
C (-0.517, -0.123, -0.590)
C (-0.842, -1.591, -0.310)
N (-1.654, -1.732, 0.816)
O (-0.499, -2.564, -0.937)
N (-0.010, 0.512, 0.649)
C (-0.063, 1.974, 0.465)
C (1.280, 0.029, 1.114)
H (0.010, 0.099, -2.792)
H (1.093, -0.861, -1.947)
H (1.089, 0.828, -1.583)
H (-1.510, 0.325, -0.661)
H (-1.842, -0.900, 1.350)
H (-1.739, -2.671, 1.175)
H (-1.047, 2.330, 0.767)
H (0.252, 2.277, -0.532)
H (0.641, 2.429, 1.168)
H (1.323, -0.998, 1.498)
H (1.623, 0.731, 1.865)
H (1.987, -0.089, 0.278)

Results
- SMILES = C[C@@H](C(N)=O)N(C)C
- Kohn-Sham gap (eV) = 9.73
- highest occupied orbital energy (Eh) = -0.3241

x:
Below is an isolated molecule of C5H12N2O, with properties calculated with ωB97M-V/def2-TZVPD.

Positions of all 20 atoms, in Å:
C (1.545, -1.798, -0.421)
C (1.727, -0.351, 0.011)
O (2.753, -0.015, 0.575)
N (0.787, 0.585, -0.342)
C (0.999, 1.921, 0.217)
C (-0.579, 0.205, -0.647)
C (-1.439, -0.177, 0.556)
N (-2.820, -0.375, 0.078)
H (2.218, -2.373, 0.202)
H (1.877, -1.850, -1.463)
H (0.513, -2.128, -0.421)
H (1.924, 2.341, -0.161)
H (0.168, 2.547, -0.088)
H (1.073, 1.888, 1.304)
H (-0.592, -0.627, -1.350)
H (-1.072, 1.040, -1.149)
H (-1.368, 0.589, 1.332)
H (-1.097, -1.106, 1.006)
H (-3.257, 0.535, -0.032)
H (-3.359, -0.850, 0.793)

Results
- SMILES = CC(=O)N(C)CCN
- Kohn-Sham gap (eV) = 10.06
- highest occupied orbital energy (Eh) = -0.3376

The structure with the least stability is w.

w:
Below is an isolated molecule of C5H12N2O, with properties calculated with ωB97M-V/def2-TZVPD.

Positions of all 20 atoms, in Å:
C (-2.282, 0.611, -0.227)
N (-1.011, 0.859, 0.409)
C (-0.425, -0.297, 0.996)
C (0.863, -0.115, 1.696)
O (1.489, 1.143, 1.656)
C (0.856, -0.894, 0.414)
N (1.476, -0.214, -0.651)
C (0.887, -0.370, -1.956)
H (-3.056, 0.124, 0.427)
H (-2.757, 1.565, -0.564)
H (-2.139, -0.004, -1.117)
H (-1.130, 1.529, 1.194)
H (-1.098, -1.052, 1.397)
H (1.030, -0.675, 2.633)
H (1.650, 1.311, 0.728)
H (0.955, -1.971, 0.499)
H (2.489, -0.428, -0.631)
H (0.756, -1.421, -2.321)
H (1.540, 0.194, -2.663)
H (-0.092, 0.107, -1.921)

Results
- SMILES = CN[C@@H]1[C@H](O)[C@@H]1NC
- Kohn-Sham gap (eV) = 9.80
- highest occupied orbital energy (Eh) = -0.3224

x:
Below is a cluster of 2 separate species, C5H12N2O in total, with properties calculated with ωB97M-V/def2-TZVPD.

Positions of all 20 atoms, in Å:
C (1.310, 2.177, -0.175)
C (0.648, 1.022, 0.034)
N (1.221, -0.289, -0.235)
C (2.612, -0.582, 0.030)
H (2.250, 2.228, -0.700)
H (1.035, 3.090, 0.323)
H (-0.153, 1.095, 0.761)
H (0.962, -0.635, -1.155)
H (2.862, -0.345, 1.065)
H (2.804, -1.636, -0.163)
H (3.266, 0.004, -0.627)
C (-2.952, -0.130, 0.546)
N (-1.847, -0.384, -0.354)
C (-0.932, -1.462, -0.171)
O (-0.555, -2.136, -1.113)
H (-3.821, -0.747, 0.312)
H (-2.630, -0.346, 1.564)
H (-3.259, 0.916, 0.482)
H (-2.054, -0.191, -1.328)
H (-0.765, -1.648, 0.906)

Results
- SMILES = C=CNC.CNC=O
- Kohn-Sham gap (eV) = 9.63
- highest occupied orbital energy (Eh) = -0.3196

y:
Below is a cluster of 2 separate species, C5H12N2O in total, with properties calculated with ωB97M-V/def2-TZVPD.

Positions of all 20 atoms, in Å:
C (1.102, -2.590, 0.681)
N (-0.156, -2.643, 0.690)
C (-0.842, -1.511, 0.149)
C (-0.815, -0.308, 0.691)
C (-1.631, 0.861, 0.216)
C (-0.907, 2.195, 0.439)
N (0.520, 2.198, 0.071)
H (1.645, -1.735, 0.266)
H (1.712, -3.390, 1.088)
H (-1.481, -1.861, -0.655)
H (-0.142, -0.126, 1.518)
H (-2.572, 0.772, 0.775)
H (-1.971, 0.796, -0.821)
H (-0.918, 2.501, 1.493)
H (-1.395, 3.060, -0.007)
H (0.984, 1.424, 0.545)
H (0.600, 2.097, -0.935)
O (2.158, -0.275, -1.856)
H (2.688, -1.097, -1.894)
H (1.419, -0.367, -2.454)

Results
- SMILES = C=N/C=C/CCN.O
- Kohn-Sham gap (eV) = 9.50
- highest occupied orbital energy (Eh) = -0.3284

The structure with the least stability is x.

w:
Below is a structure of composition CH4N2O2S, with properties calculated with ωB97M-V/def2-TZVPD.

Positions of all 10 atoms, in Å:
C (-0.447, -1.436, -0.322)
N (0.106, -2.148, 0.536)
N (-0.038, 1.829, 0.280)
O (-2.081, -0.254, 1.323)
O (-2.184, 0.315, -1.132)
S (-1.477, 0.037, 0.066)
H (-0.698, -1.668, -1.320)
H (0.410, -3.079, 0.304)
H (-0.465, 2.378, -0.445)
H (-0.170, 2.128, 1.215)

Results
- Kohn-Sham gap (alpha / beta) (eV) = 9.14 / 9.14
- highest occupied orbital energy (alpha / beta) (Eh) = -0.3647 / -0.3649

x:
Below is an isolated molecule of CH4N2O2S, with properties calculated with ωB97M-V/def2-TZVPD.

Positions of all 10 atoms, in Å:
C (1.490, -0.054, 0.392)
N (0.502, 0.518, -0.518)
N (-0.763, 0.931, -0.139)
S (-1.928, -0.075, -0.046)
O (-3.162, 0.506, 0.374)
O (-1.945, -1.390, -0.645)
H (1.355, -1.203, 0.583)
H (2.509, 0.060, 0.128)
H (1.320, 0.476, 1.260)
H (0.624, 0.230, -1.389)

Results
- SMILES = CNN=S(=O)=O
- Kohn-Sham gap (alpha / beta) (eV) = 8.62 / 8.62
- highest occupied orbital energy (alpha / beta) (Eh) = -0.3416 / -0.3416

y:
Below is an isolated molecule of CH4N2O2S, with properties calculated with ωB97M-V/def2-TZVPD.

Positions of all 10 atoms, in Å:
O (-1.604, -0.572, 0.833)
N (-1.221, -0.158, -0.451)
C (0.103, 0.411, -0.449)
S (0.544, 1.691, -1.350)
N (0.933, -0.328, 0.294)
O (2.214, 0.120, 0.522)
H (-1.892, -1.484, 0.700)
H (-1.888, 0.453, -0.846)
H (0.531, -0.916, 0.966)
H (2.279, 0.784, -0.218)

Results
- SMILES = ONC(=S)NO
- Kohn-Sham gap (eV) = 9.49
- highest occupied orbital energy (Eh) = -0.3321

z:
Below is a cluster of 2 separate species, CH4N2O2S in total, with properties calculated with ωB97M-V/def2-TZVPD.

Positions of all 10 atoms, in Å:
C (-0.241, 0.610, -0.904)
N (-0.426, 1.774, -0.359)
N (-0.023, -0.964, 1.569)
O (-0.351, -1.409, -2.613)
O (1.169, -1.717, 1.729)
S (-0.098, 0.044, -2.486)
H (-0.307, 1.912, 0.645)
H (-1.004, 2.489, -0.792)
H (-0.513, -1.638, 1.165)
H (1.794, -1.099, 2.046)

Results
- Kohn-Sham gap (alpha / beta) (eV) = 8.36 / 7.30
- highest occupied orbital energy (alpha / beta) (Eh) = -0.2994 / -0.3090

The structure with the least stability is z.

w:
Below is the ion C6H12NO2 with charge +1, with properties calculated with ωB97M-V/def2-TZVPD.

Positions of all 21 atoms, in Å:
C (-0.361, 1.869, 0.443)
C (-0.154, 0.610, 0.043)
C (1.343, -0.179, -0.034)
O (1.162, -1.366, -0.193)
O (2.332, 0.555, 0.178)
C (3.679, -0.082, 0.195)
N (-1.170, -0.485, -0.158)
C (-1.941, -0.820, 0.925)
C (-1.997, -0.070, -1.339)
H (-1.322, 2.256, 0.421)
H (0.302, 2.644, 0.819)
H (4.120, -0.042, -0.879)
H (3.734, -1.196, 0.591)
H (4.424, 0.557, 0.677)
H (-0.624, -1.375, -0.535)
H (-2.542, -0.078, 1.455)
H (-2.724, -1.596, 0.713)
H (-1.288, -1.186, 1.752)
H (-2.571, 0.868, -1.187)
H (-1.557, -0.146, -2.329)
H (-2.848, -0.739, -1.558)

Results
- SMILES = C=C(C(=O)OC)[NH+](C)C
- total charge = +1
- Kohn-Sham gap (eV) = 11.30
- highest occupied orbital energy (Eh) = -0.5413

x:
Below is a cluster of 2 separate species, C6H12NO2 in total, with properties calculated with ωB97M-V/def2-TZVPD.

Positions of all 21 atoms, in Å:
C (1.022, -0.814, 0.496)
C (-2.908, -0.270, 0.334)
C (1.475, -2.120, 0.005)
C (2.972, 0.422, -0.299)
C (1.148, 1.502, 0.938)
C (-5.226, 0.110, -0.165)
N (1.678, 0.277, 0.371)
O (-1.968, -0.651, 0.877)
O (-3.765, 0.235, -0.364)
H (0.624, -2.673, -0.394)
H (1.840, -2.675, 0.870)
H (2.268, -2.083, -0.747)
H (3.725, -0.186, 0.201)
H (3.283, 1.463, -0.274)
H (2.893, 0.104, -1.339)
H (1.876, 1.940, 1.622)
H (0.235, 1.278, 1.485)
H (0.934, 2.221, 0.147)
H (-5.641, 1.057, -0.506)
H (-5.467, -0.070, 0.881)
H (-5.580, -0.705, -0.795)

Results
- total charge = +1
- Kohn-Sham gap (eV) = 5.38
- highest occupied orbital energy (Eh) = -0.3723

The structure with the least stability is x.